[1]
{"formula": "C10H27KO8S2", "method": "ωB97M-V/def2-TZVPD", "homo_lumo_gap_ev": 6.3025, "de_lowest_kcal_mol": 3.2, "homo_ev": -6.30, "e_lumo_ev": 0.01, "total_charge": 0, "symbols": ["K", "C", "C", "C", "O", "H", "H", "H", "H", "H", "H", "H", "C", "O", "H", "H", "H", "H", "O", "S", "O", "O", "C", "C", "C", "H", "H", "H", "H", "H", "H", "H", "H", "O", "S", "O", "O", "C", "C", "C", "H", "H", "H", "H", "H", "H", "H", "H"], "xyz": [[14.752246, -14.773761, -0.565416], [17.032901, -17.743581, -2.704069], [15.957061, -17.032638, -3.534399], [15.426411, -18.040966, -4.555246], [14.936194, -16.574268, -2.723241], [17.457363, -17.090869, -1.937220], [17.871692, -18.078728, -3.326951], [16.601637, -18.606815, -2.185126], [16.386908, -16.158691, -4.063368], [16.234033, -18.622978, -5.020163], [14.846101, -17.563374, -5.345143], [14.818891, -18.797255, -4.048548], [15.195307, -11.326583, -2.372915], [14.366157, -12.283099, -1.704752], [15.050485, -11.317513, -3.454922], [15.043291, -10.323490, -1.977381], [16.205025, -11.691918, -2.203735], [13.450619, -12.060179, -1.890245], [11.433285, -18.344570, -0.236313], [12.813696, -18.129847, 0.031463], [13.326030, -16.855798, 0.369238], [13.208309, -19.038483, 1.273526], [12.695130, -20.367338, 1.286102], [13.428961, -21.163489, 2.337131], [13.772321, -18.766905, -1.295669], [12.761657, -20.846082, 0.301096], [11.620067, -20.416552, 1.474450], [12.962827, -20.919882, 3.306562], [14.467952, -20.918540, 2.545695], [13.239025, -22.235721, 2.309300], [13.335017, -19.715015, -1.595134], [14.780940, -18.843568, -0.898547], [13.803672, -18.012597, -2.097726], [16.796288, -16.298143, 0.547480], [17.713515, -17.219304, 1.110465], [19.025058, -17.388581, 0.588767], [17.826560, -16.784335, 2.622368], [18.967298, -17.266179, 3.352605], [19.070890, -16.464027, 4.638968], [16.927225, -18.788154, 1.299481], [19.897369, -17.132059, 2.804543], [18.813167, -18.324662, 3.581169], [19.204894, -15.413404, 4.387515], [19.933728, -16.794847, 5.218766], [18.203035, -16.612086, 5.280718], [17.693776, -19.496369, 1.609979], [16.572042, -19.121252, 0.328664], [16.178556, -18.630762, 2.069592]], "forces_ev_per_angstrom": [[0.2, -0.7, -0.6], [0.6, 0.3, -0.1], [-0.8, 0.1, 0.7], [0.4, -0.4, -0.4], [-0.2, 0.4, 0.5], [-0.1, 0.1, -0.1], [-0.1, -0.1, 0.1], [0.0, -0.1, -0.2], [0.4, -0.3, -0.2], [0.0, 0.2, -0.2], [-0.1, 0.0, 0.1], [-0.2, 0.2, 0.1], [0.2, -0.5, 0.0], [-0.2, 0.2, -0.1], [-0.2, -0.1, 0.0], [0.2, 0.0, 0.1], [0.1, 0.4, 0.1], [-0.1, 0.0, 0.0], [-0.7, 0.2, 0.0], [0.2, -1.3, -1.2], [0.2, 1.4, 0.6], [0.1, 0.0, 0.3], [-0.2, -1.3, -0.6], [-0.8, 0.2, 2.0], [-0.3, -0.1, 0.6], [0.5, 0.3, 0.0], [0.1, 0.6, 0.3], [0.0, 0.2, -0.1], [0.2, -0.1, -0.8], [0.3, 0.0, -0.6], [0.1, -0.1, -0.1], [0.0, -0.2, -0.2], [0.2, 0.3, 0.0], [-0.5, 0.6, -0.4], [0.0, -0.6, 0.3], [0.3, 0.0, -0.4], [0.3, 0.3, 0.2], [0.4, 0.0, 1.1], [-0.1, -0.2, -0.1], [0.6, 0.0, -0.1], [-0.2, -0.1, -0.4], [0.1, 0.0, -0.1], [-0.1, 0.1, 0.2], [0.1, 0.0, -0.2], [-0.1, 0.2, -0.1], [0.0, 0.0, 0.2], [-0.3, 0.2, 0.0], [-0.3, -0.3, -0.3]], "lowdin_charge": [0.883, -0.083, -0.645, -0.088, -0.404, 0.048, 0.071, 0.055, 0.113, 0.063, 0.066, 0.059, -0.125, -0.204, 0.085, 0.081, 0.084, 0.081, -0.259, 0.561, -0.348, -0.248, -0.284, -0.067, -0.120, 0.113, 0.123, 0.081, 0.070, 0.081, 0.073, 0.047, 0.050, -0.325, 0.548, -0.254, -0.248, -0.265, -0.065, -0.097, 0.116, 0.122, 0.083, 0.082, 0.079, 0.076, 0.059, 0.077]}


[2]
{"formula": "C10H27N4NdO2Si", "method": "ωB97M-V/def2-TZVPD", "homo_lumo_gap_ev": [8.3452, 8.5351], "de_lowest_kcal_mol": 12.5, "s2": 3.75, "homo_ev": [-14.48, -14.48], "e_lumo_ev": [-6.14, -5.95], "multiplicity": 4, "total_charge": 2, "symbols": ["Nd", "N", "C", "C", "C", "N", "C", "C", "N", "C", "H", "H", "H", "H", "H", "H", "H", "H", "H", "H", "H", "H", "H", "H", "H", "H", "C", "Si", "C", "C", "C", "H", "H", "H", "H", "H", "H", "H", "H", "H", "H", "H", "O", "N", "O"], "xyz": [[9.443982, 7.435540, 9.952531], [10.471065, 8.235000, 4.915186], [10.444794, 8.782648, 6.277648], [11.917144, 8.946008, 6.789728], [12.003567, 9.665374, 8.151713], [11.755445, 8.722860, 9.341361], [11.141401, 10.909346, 8.292626], [9.701325, 10.671904, 7.695920], [8.879345, 9.736965, 8.514610], [9.733180, 10.118138, 6.302836], [11.057024, 7.410041, 4.683856], [10.874834, 8.901917, 4.277155], [9.520014, 8.026705, 4.570603], [9.933006, 8.045201, 6.839033], [12.362850, 9.498669, 5.973132], [12.349163, 7.942515, 6.762467], [13.054686, 9.931509, 8.227236], [11.964505, 9.334878, 10.152940], [12.577735, 8.105367, 9.268944], [11.619226, 11.686528, 7.750627], [11.092265, 11.206481, 9.292305], [9.172928, 11.617520, 7.721872], [8.214906, 9.266665, 7.890348], [8.332863, 10.286556, 9.152919], [10.264127, 10.807091, 5.607617], [8.734764, 10.057131, 5.862428], [8.281004, 6.312828, 11.999828], [6.621085, 6.589785, 10.745736], [5.678398, 5.006402, 10.957301], [5.792461, 8.062494, 11.505760], [7.289172, 7.015396, 9.077299], [7.520090, 5.828935, 12.696994], [8.692927, 7.134613, 12.527061], [8.992994, 5.464108, 11.901800], [5.425674, 4.838408, 12.064115], [6.138444, 4.086164, 10.572927], [4.707915, 5.151895, 10.463777], [5.167798, 7.909736, 12.485827], [5.039578, 8.290540, 10.739388], [6.338196, 9.015054, 11.513470], [6.556060, 7.598182, 8.486394], [7.554622, 6.081397, 8.540000], [10.365366, 5.811418, 6.819682], [11.136074, 5.675012, 7.760254], [10.568183, 5.932861, 8.915923]], "forces_ev_per_angstrom": [[0.1, 0.6, -0.1], [-0.1, -0.7, -1.8], [1.4, 0.5, 1.1], [-2.1, -0.6, -0.5], [0.5, -0.7, 0.4], [0.8, 0.8, -0.7], [-1.3, -1.9, -2.2], [0.4, 0.4, 1.2], [0.5, -0.8, -0.1], [0.5, 0.5, -1.6], [-0.4, -0.1, 1.1], [0.0, 0.9, -0.5], [0.3, 0.0, 0.1], [-0.6, -0.7, 0.7], [0.7, 0.6, 0.2], [0.3, 0.1, 0.5], [0.1, 0.4, 0.1], [0.0, -0.6, -0.4], [-0.6, -0.2, 0.5], [0.3, 0.9, -0.6], [-0.2, 0.5, 1.7], [0.1, 0.3, -0.4], [0.0, 0.2, 0.5], [-0.5, 0.2, 0.3], [-0.1, -0.2, 0.5], [-0.2, -0.1, 0.3], [-2.3, -2.2, -0.5], [0.9, -0.4, 0.6], [-0.6, -0.2, 1.4], [-1.7, 0.2, 0.9], [-0.2, 0.1, -0.1], [1.1, 0.8, -0.4], [0.6, 1.0, 0.8], [-0.1, 0.5, -0.2], [0.4, 0.2, -1.5], [0.0, 0.4, 0.0], [0.2, -0.2, 0.0], [1.5, 0.3, -1.7], [-0.3, -0.1, 0.1], [0.2, -0.3, 0.5], [0.4, -0.3, 0.2], [-0.2, 0.2, 0.0], [1.1, 0.0, 1.0], [-1.2, 0.1, -1.1], [0.4, -0.4, -0.3]], "lowdin_spin": [3.042, 0.000, 0.000, 0.000, 0.000, -0.004, 0.000, 0.000, -0.004, 0.000, 0.000, 0.000, 0.000, 0.000, 0.000, 0.000, 0.000, 0.000, 0.000, 0.000, 0.000, 0.000, 0.000, 0.000, 0.000, 0.000, -0.007, -0.001, -0.001, 0.000, -0.017, -0.001, 0.000, 0.000, 0.000, 0.000, 0.000, 0.000, 0.000, 0.000, -0.001, -0.001, 0.000, -0.001, -0.006]}